C2H6F2N2 | ωB97M-V/def2-TZVPD

Cartesian coordinates (Å):
C -0.8948 -0.1521 0.0539
C 0.8303 0.1053 -0.0981
N -1.4793 1.1150 0.0709
N 1.4098 -1.1260 0.0347
F 1.1755 0.9635 0.9335
F 1.2565 0.7706 -1.2661
H -0.9876 -0.7938 0.9712
H -1.2228 -0.6455 -0.9062
H -1.2491 1.4723 1.0045
H -2.4169 1.1327 -0.2041
H 1.0864 -1.6675 -0.6611
H 2.4920 -1.1745 0.0669

The value obtained for the HOMO energy is -9.364 eV. The LUMO energy comes out at 1.00 eV. Its relative energy (zero: lowest compared OMol25 entry of this formula, charge and spin) is 27.4 kJ/mol.

C22H41N3O8S2 | ωB97M-V/def2-TZVPD

Cartesian coordinates (Å):
C 1.1566 -5.6382 -0.1467
C -0.3107 -5.2729 -0.0813
O -0.9090 -6.4543 -0.6353
C -0.0695 -7.5041 -0.4499
O -0.3299 -8.6338 -0.6700
O 1.1180 -7.0630 0.0268
H 1.8496 -5.1754 0.5502
H 1.6273 -5.5127 -1.1291
H -0.4785 -4.4046 -0.7126
H -0.6846 -5.1602 0.9311
C -2.1680 -3.8592 4.7552
C -2.4053 -2.4002 4.3455
O -1.4088 -2.1388 3.3783
C -0.6418 -3.2304 3.1745
O 0.1936 -3.3008 2.3295
O -0.9828 -4.2286 3.9989
H -2.9369 -4.5706 4.4601
H -1.9109 -4.0485 5.7949
H -2.3035 -1.7284 5.1989
H -3.4257 -2.2624 3.9892
C 0.2937 -1.0316 -0.2421
C -0.1955 0.4118 0.0109
C 0.3571 1.4075 -1.0085
C 1.8187 1.5059 -0.9615
N 2.9701 1.5738 -0.9063
H 0.6546 -1.1291 -1.2658
H -0.5592 -1.6682 -0.0276
H 1.1245 -1.2943 0.4118
H -0.0547 0.8333 1.0038
H -1.2583 0.3710 -0.2228
H -0.0591 2.4027 -0.9225
H 0.1623 1.0629 -2.0296
C -2.3215 0.0178 -3.4231
C -3.2002 0.3500 -4.6379
C -2.9497 1.7423 -5.2620
C -1.5821 2.1910 -5.4989
N -0.4995 2.5585 -5.6372
H -2.3743 -1.0625 -3.2791
H -2.8103 0.4906 -2.5685
H -1.2786 0.3082 -3.5072
H -4.2457 0.3422 -4.3493
H -2.9580 -0.3565 -5.4334
H -3.4312 2.5124 -4.6540
H -3.4133 1.6897 -6.2523
C 0.5342 4.7224 0.6517
C 1.5607 5.1294 1.7086
C 2.7187 4.1854 2.0526
C 3.8257 4.0523 1.1012
N 4.7413 4.0291 0.4109
H -0.0758 5.5376 0.2618
H -0.0504 3.8836 1.0253
H 1.0526 4.4561 -0.2807
H 1.0069 5.2038 2.6494
H 1.9856 6.1110 1.4943
H 2.3743 3.1830 2.3183
H 3.1789 4.6142 2.9467
C -1.3730 4.3853 -2.3841
S -2.8210 3.5466 -1.6443
O -2.4131 2.4528 -0.7218
C -3.2980 4.9041 -0.5623
H -1.5988 4.8678 -3.3356
H -0.5054 3.7569 -2.5685
H -1.1236 5.1692 -1.6711
H -2.5427 4.9660 0.2208
H -4.2352 4.5843 -0.1102
H -3.4172 5.8252 -1.1272
C 5.2413 -2.3073 1.1256
S 3.6646 -3.0672 1.5946
O 3.9349 -4.3192 2.3393
C 3.0431 -1.6683 2.5757
H 5.7957 -2.0851 2.0436
H 5.0556 -1.3976 0.5654
H 5.7971 -3.1047 0.6394
H 3.1777 -0.7568 1.9966
H 3.6089 -1.6349 3.5085
H 1.9878 -1.8672 2.7305

The value obtained for the HOMO energy is -8.511 eV. The LUMO energy comes out at 0.09 eV.

C4H7ClS3 | ωB97M-V/def2-TZVPD

Cartesian coordinates (Å):
C -1.9816 -0.2859 0.5713
C -1.1379 0.8706 0.8689
C 0.3548 0.6090 1.3191
C 1.2411 -0.1134 0.2618
H -0.9787 -2.1293 -0.8230
H -3.0574 -0.2174 0.7085
H -1.7059 -1.0210 1.2901
H -1.7452 1.3253 1.6307
H 0.5386 0.0846 2.2191
H 0.6268 1.7959 1.5000
H 0.2362 -1.7082 1.5062
S -2.0032 -1.1435 -0.9574
S 1.1247 -1.8533 0.3780
S 2.6085 0.5163 -0.7104
Cl -0.7326 2.0634 -0.3248

The value obtained for the HOMO energy is -8.799 eV. The LUMO energy comes out at -0.96 eV. Its relative energy (zero: lowest compared OMol25 entry of this formula, charge and spin) is 220.4 kJ/mol.

C3H7NO | ωB97M-V/def2-TZVPD

Cartesian coordinates (Å):
O 2.0081 1.2830 0.5607
C 0.8548 1.0658 0.6686
C 0.1944 -0.2641 0.2841
C -1.3049 -0.0375 -0.0686
N 0.8639 -0.8299 -0.8272
H 0.1901 1.8185 1.1168
H 0.2113 -0.8643 1.1976
H -1.3974 0.3476 -1.0850
H -1.7689 0.6644 0.6195
H -1.8363 -0.9807 0.0076
H 0.5714 -0.5429 -1.7550
H 1.4134 -1.6599 -0.7192

As for the spin multiplicity: 2. The value obtained for the HOMO energy (spin up / spin down) is -15.961 / -15.574 eV. The LUMO energy (spin up / spin down) comes out at -4.42 / -8.86 eV. As for the charge: +1. Its relative energy (zero: lowest compared OMol25 entry of this formula, charge and spin) is 52.2 kJ/mol.

no.,molar mass (g mol⁻¹)
1,96.08
2,539.72
3,186.75
4,73.09